1.
Entry from the Open Molecules 2025 dataset: a structure of composition C30H50CrP4Se in a non-equilibrium geometry (the ωB97M-V functional and the def2-TZVPD basis).

Each line ends with the Löwdin charge.
CARTESIAN COORDINATES (ANGSTROEM)
Se: -0.92755 3.16816 -3.81993  0.88
Cr: -0.30356 0.44760 0.36932  0.24
P: -2.45821 1.02529 -0.13660  0.71
P: 1.99199 0.32549 -0.07252  0.73
P: -0.71704 -1.42826 1.85735  0.98
P: 0.07399 2.77279 1.43608  0.82
C: -1.02011 -3.02232 -4.40223  -0.06
C: -1.17926 3.43706 2.60758  -0.22
C: 1.24734 -4.58813 -0.05753  -0.05
C: 0.99541 1.25986 -7.09353  -0.04
C: 0.69120 -0.08239 -6.83774  -0.06
C: -0.43295 -1.91172 5.93383  -0.02
C: -3.59122 0.93567 1.30930  -0.21
C: 0.05820 0.42476 5.54240  -0.04
C: 2.44719 -1.01375 -1.21420  -0.20
C: 2.81065 1.76919 -0.84209  -0.22
C: 2.33957 -4.84044 0.76580  -0.02
C: 0.05402 1.83797 -4.91222  -0.57
C: -2.80867 2.67273 -0.79411  -0.26
C: 0.23815 4.23543 0.30976  -0.21
C: -0.74724 -2.93744 -3.07593  -0.08
C: 0.46912 -2.81475 1.43038  -0.34
C: 0.72832 2.22396 -6.09786  -0.09
C: 0.00425 0.47277 -4.56919  -0.14
C: -0.05284 0.20687 4.16511  -0.10
C: -2.37388 -2.20839 1.72862  -0.19
C: 3.02502 0.01398 1.40630  -0.20
C: 1.54050 3.11412 2.51110  -0.23
C: -0.09967 -0.64514 6.44245  -0.02
C: -0.41456 -1.06268 3.62519  -0.36
C: 2.50829 -4.06793 1.90703  -0.04
C: 1.60651 -3.05993 2.22320  -0.11
C: -0.55717 -2.10908 4.54393  -0.08
C: 0.19755 -0.46168 -5.60682  -0.09
C: -3.22184 -0.00361 -1.42074  -0.22
C: 0.35004 -3.54748 0.23122  -0.10
H: -0.79300 -3.12949 4.19871  0.13
H: -2.31066 2.81868 -1.76781  -0.06
H: -4.24051 0.37600 -1.59835  0.09
H: -2.52249 3.47702 -0.11246  0.03
H: -3.05431 -1.74955 2.45275  0.07
H: -4.10951 -0.02959 1.29987  0.05
H: -0.44433 -3.33692 -0.49020  0.08
H: -0.78451 4.34870 3.08151  0.08
H: 1.55837 2.42716 3.36167  0.04
H: 1.82184 -0.96360 -2.11297  0.05
H: -3.89197 2.72519 -0.94881  0.08
H: -3.02562 1.02448 2.24537  0.04
H: 2.87009 -1.01743 1.74774  0.03
H: 1.09293 4.13516 -0.36911  0.04
H: -2.72086 -2.06964 0.70618  0.03
H: 0.25830 1.41969 5.95539  0.12
H: 2.30072 -1.98239 -0.72392  0.04
H: 0.00796 -0.49267 7.51813  0.13
H: 1.79602 -2.42585 3.09690  0.11
H: -1.38722 2.71418 3.40389  0.05
H: -0.03848 -1.48915 -5.41383  0.04
H: 2.76781 0.70403 2.22183  0.04
H: 0.02878 -3.62041 -2.67878  0.05
H: -2.25145 -3.26252 1.93215  0.07
H: -1.79061 -2.43816 -4.91319  0.08
H: 3.08468 -5.61032 0.51511  0.14
H: -1.38814 -2.35582 -2.40084  0.02
H: -2.65227 0.09391 -2.35911  0.05
H: 2.26107 2.07348 -1.74625  0.05
H: 4.08151 0.15317 1.13295  0.08
H: 3.82346 1.45736 -1.14438  0.08
H: 0.27407 3.49009 -2.90544  -0.14
H: -2.11378 3.70480 2.10777  0.05
H: -0.66285 4.39534 -0.29095  0.04
H: 2.89835 2.63180 -0.16620  0.04
H: 1.46123 4.13139 2.92152  0.08
H: 3.35889 -4.24474 2.57951  0.14
H: -0.59225 -2.73850 6.62723  0.13
H: 0.40054 5.13680 0.91336  0.08
H: 0.13016 1.05271 3.51724  0.02
H: -0.17607 0.15756 -3.50985  0.07
H: -4.34051 1.73932 1.24865  0.08
H: 1.00618 3.25064 -6.29223  0.11
H: 1.41569 1.55330 -8.04802  0.12
H: 3.49815 -0.88714 -1.49953  0.08
H: -0.58721 -3.83394 -4.98483  0.08
H: -3.27108 -1.06530 -1.13696  0.04
H: 2.49099 3.04686 1.97208  0.05
H: 1.13115 -5.18717 -0.95565  0.12
H: 0.85924 -0.84712 -7.58052  0.12

Cartesian forces (eV/Å) of the 2 atoms listed first:
2.2282 -0.4728 0.2793
0.8423 0.6061 0.3009

Values from the calculation:
frontier orbital gap (alpha / beta) = 3.609 / 5.711 eV
multiplicity = 4
LUMO (alpha / beta) = -11.949 / -9.849 eV
total charge = +3

2.
Entry from the Open Molecules 2025 dataset: the ion C10H11N2 with charge +1 in a non-equilibrium geometry (the ωB97M-V functional and the def2-TZVPD basis).

Each line ends with the Löwdin charge.
CARTESIAN COORDINATES (ANGSTROEM)
N: -2.53196 -1.00510 0.91752  0.17
N: -0.05964 -0.35822 -0.11535  -0.02
C: -0.19627 -1.42057 0.74167  0.08
C: 1.51932 1.23064 -1.04963  -0.22
C: -2.41145 -0.09999 -0.07878  -0.05
C: -0.69582 2.30389 -1.47056  0.24
C: -1.42946 -1.73591 1.33489  -0.25
C: 2.96755 1.68234 -0.99871  -0.03
C: 1.22305 0.00938 -0.50157  0.01
C: 0.62581 2.26901 -1.54684  -0.12
C: -1.61274 -2.82421 2.27015  -0.03
C: -1.15331 0.26206 -0.45843  0.04
H: -1.69560 -3.80311 1.73763  0.12
H: 3.44427 1.69458 -2.05626  0.14
H: 0.55749 -2.04608 0.96999  0.11
H: 3.59905 0.97872 -0.47924  0.08
H: 2.13799 -0.59078 -0.17907  0.17
H: -3.24632 0.41341 -0.35129  0.09
H: 1.08779 3.08030 -1.95308  0.09
H: -2.55451 -2.84583 2.75068  0.08
H: 2.86908 2.68553 -0.64926  0.08
H: -0.91583 -2.75189 3.11979  0.11
H: -1.52849 2.87184 -1.95426  0.11

Cartesian forces (eV/Å) of the 2 atoms listed first:
0.4528 -0.6473 -0.5321
-0.1726 -2.3615 1.4200

Values from the calculation:
frontier orbital gap = 8.399 eV
LUMO = -4.906 eV
energy above the lowest of the compared OMol25 structures with the same formula, charge and spin = 533.0 kJ/mol
total charge = +1